*P*
ORCA calculation (ωB97M-V/def2-TZVPD) on a single C22H26N4O4S molecule.

ORCA input file:
```
! RIJCOSX wB97M-V def2-TZVPD def2/J DEFGRID3
* xyz 0 1
C -9.358 -1.442 -1.253
C -9.065 -1.055 0.118
H -8.715 -1.802 0.698
H -10.108 -0.718 0.510
O -8.319 -0.115 0.115
C -7.080 -0.163 0.224
C -6.438 -1.419 0.173
C -4.995 -1.327 -0.197
C -4.256 -0.160 -0.115
C -4.818 0.986 0.098
C -6.295 1.294 0.241
N -6.938 2.494 0.293
O -7.912 2.289 0.777
O -6.151 3.439 0.079
H -4.295 1.932 -0.002
C -2.791 -0.197 0.001
O -2.084 0.659 -0.470
N -2.136 -1.365 0.351
C -0.628 -1.508 0.216
N 0.049 -0.601 -0.030
C 1.419 -0.584 -0.358
C 1.874 0.716 -0.592
C 3.342 0.912 -0.834
C 4.188 -0.175 -0.389
C 3.704 -1.262 -0.340
C 2.432 -1.585 0.042
H 1.986 -2.736 0.409
H 4.392 -2.101 0.098
N 5.526 -0.122 -0.598
C 6.246 0.986 -1.325
H 5.541 1.524 -2.203
C 6.612 2.102 -0.545
C 7.215 1.548 0.905
C 6.106 1.400 1.967
H 5.856 2.488 2.264
H 6.540 1.223 2.916
H 5.237 1.047 1.498
C 7.675 0.104 0.872
C 6.515 -0.777 0.143
H 5.881 -1.079 1.090
H 7.030 -1.754 -0.265
H 8.329 0.198 0.095
H 8.010 -0.388 1.541
H 7.990 1.957 1.259
H 7.302 2.805 -0.968
H 5.951 2.707 -0.196
H 7.174 0.529 -1.881
H 3.836 1.606 -1.203
H 1.347 1.522 -1.103
H -0.544 0.274 -0.380
S -0.339 -3.085 0.774
H -2.633 -2.028 0.586
H -4.323 -2.251 -0.319
H -6.838 -2.296 0.044
H -9.654 -0.656 -1.788
H -10.097 -2.147 -1.194
H -8.499 -1.841 -1.851
*
```

SMILES: CCOc1ccc(C(=O)NC(=S)Nc2ccc(N3CCC(C)CC3)cc2)cc1[N+](=O)[O-]
Lowest unoccupied orbital energy, eV: -1.04

*Q*
ORCA calculation (ωB97M-V/def2-TZVPD) on a single C22H26N4O4S molecule.

ORCA input file:
```
! RIJCOSX wB97M-V def2-TZVPD def2/J DEFGRID3
* xyz 0 1
C -6.064 -0.415 0.863
H -6.477 0.439 1.394
H -6.502 -1.327 1.258
H -6.310 -0.337 -0.192
C -4.548 -0.446 1.015
N -3.979 -1.565 0.292
S -3.514 -1.236 -1.270
O -4.585 -0.523 -1.901
O -3.060 -2.467 -1.849
C -2.117 -0.133 -1.104
C -2.277 1.237 -1.199
C -1.199 2.067 -0.973
C 0.075 1.560 -0.664
C 0.232 0.153 -0.688
C -0.869 -0.670 -0.863
H -0.757 -1.744 -0.870
N 1.499 -0.458 -0.573
C 2.594 -0.076 -1.305
O 2.616 0.892 -2.032
C 3.786 -0.956 -1.114
C 4.036 -1.632 0.073
C 5.183 -2.416 0.191
C 6.076 -2.530 -0.875
C 5.825 -1.844 -2.050
C 4.693 -1.057 -2.167
H 4.489 -0.505 -3.072
H 6.517 -1.921 -2.874
H 6.956 -3.146 -0.769
C 5.436 -3.098 1.405
N 5.629 -3.649 2.391
H 3.373 -1.541 0.922
H 1.476 -1.418 -0.256
N 1.127 2.387 -0.377
C 1.188 3.763 -0.812
H 0.516 3.928 -1.651
C 0.879 4.712 0.353
H 1.029 5.753 0.062
O 1.761 4.475 1.429
C 1.688 3.138 1.863
H 2.406 3.044 2.679
C 2.021 2.150 0.732
H 1.914 1.135 1.108
H 3.055 2.309 0.402
H 0.675 2.922 2.241
H -0.161 4.572 0.688
H 2.215 3.948 -1.150
H -1.349 3.134 -1.009
H -3.248 1.635 -1.446
C -3.222 -2.553 1.020
C -4.123 -3.438 1.875
H -4.620 -2.856 2.648
H -3.531 -4.215 2.352
H -4.878 -3.903 1.249
H -2.454 -2.075 1.649
H -2.730 -3.163 0.261
H -4.122 0.485 0.623
H -4.268 -0.527 2.069
*
```

SMILES: CCN(CC)S(=O)(=O)c1ccc(N2CCOCC2)c(NC(=O)c2cccc(C#N)c2)c1
Lowest unoccupied orbital energy, eV: -0.19

Energy ordering: *Q* at the bottom, the next structure 1957.1 kJ/mol above.

*P*
ORCA calculation (ωB97M-V/def2-TZVPD) on a 2-piece molecular cluster, C9H10O3 overall.

ORCA input file:
```
! RIJCOSX wB97M-V def2-TZVPD def2/J DEFGRID3
* xyz 0 1
C -2.408 1.709 -0.935
C -2.569 0.396 -0.791
C -1.227 2.337 -1.303
C -1.443 -0.396 -0.861
C -0.078 1.521 -1.171
C -0.119 0.162 -0.998
C 1.050 -0.725 -1.201
C 2.158 -0.566 1.726
C 1.513 -1.259 2.944
O 1.392 -0.864 0.681
O 1.059 -2.056 -1.367
O 3.092 0.220 1.776
H -3.337 2.310 -1.120
H -3.608 0.088 -0.617
H -1.080 3.496 -1.550
H -1.519 -1.483 -0.718
H 0.852 1.988 -1.427
H 1.440 -0.559 3.794
H 2.102 -2.084 3.320
H 0.591 -1.669 2.382
H 0.190 -2.302 -1.036
H 1.947 -0.263 -1.527
*
```

Lowest unoccupied orbital energy, eV: -0.36

*Q*
ORCA calculation (ωB97M-V/def2-TZVPD) on C9H10O3 as an isolated structure.

ORCA input file:
```
! RIJCOSX wB97M-V def2-TZVPD def2/J DEFGRID3
* xyz 0 1
C -2.522 -1.845 1.519
C -1.347 0.058 0.864
C -1.251 1.389 0.469
C -0.410 1.804 -0.466
C 0.699 0.985 -0.926
C 2.681 1.627 -1.004
C 0.681 -0.363 -0.357
C 1.396 -1.429 -0.992
C -0.412 -0.718 0.355
H -1.695 -2.265 0.377
H -3.936 -2.504 1.135
H -2.312 -2.180 2.926
H -2.038 1.849 0.896
H -0.875 2.733 -1.130
H 3.296 2.694 -1.603
H 3.285 0.705 -0.761
H 2.380 2.246 -0.081
H 0.433 -2.459 -1.165
H -0.159 -1.765 1.019
O -2.303 -0.420 1.795
O 1.636 1.349 -1.850
O 2.773 -1.490 -1.021
*
```

Lowest unoccupied orbital energy, eV: -0.83

*R*
ORCA calculation (ωB97M-V/def2-TZVPD) on a 2-piece molecular cluster, C9H10O3 overall.

ORCA input file:
```
! RIJCOSX wB97M-V def2-TZVPD def2/J DEFGRID3
* xyz 0 1
C 4.174 -1.316 0.230
C 2.973 -0.179 -0.070
C 0.440 -0.150 -0.142
C -0.737 -1.004 0.012
C -1.929 -0.311 0.144
C -3.181 -1.118 0.230
C -2.022 1.090 0.000
C -0.844 1.790 0.115
C 0.331 1.160 -0.109
H 4.006 -1.642 1.233
H 5.105 -0.783 0.292
H 4.141 -2.403 -0.387
H 3.200 0.566 -0.716
H 3.123 0.198 0.957
H -0.806 -2.152 0.082
H -3.017 -2.269 0.440
H -2.905 1.616 0.237
H -0.980 2.933 0.078
H 1.427 2.669 0.875
O 1.661 -0.727 -0.471
O -4.302 -0.820 -0.154
O 1.575 1.734 -0.069
*
```

Lowest unoccupied orbital energy, eV: -0.45

Energy ordering: *P* at the bottom, the next structure 263.9 kJ/mol above.

*P*
ORCA calculation (ωB97M-V/def2-TZVPD) on a single CH2ClIO molecule.

ORCA input file:
```
! RIJCOSX wB97M-V def2-TZVPD def2/J DEFGRID3
* xyz 0 1
C -0.329 0.142 0.158
O 0.019 0.134 -1.154
Cl 0.979 1.384 0.843
I -0.127 -1.794 1.082
H -1.404 0.349 0.254
H 0.862 -0.214 -1.183
*
```

SMILES: O[C@H](Cl)I
Lowest unoccupied orbital energy, eV: -0.18

*Q*
ORCA calculation (ωB97M-V/def2-TZVPD) on a 2-piece molecular cluster, CH2ClIO overall.

ORCA input file:
```
! RIJCOSX wB97M-V def2-TZVPD def2/J DEFGRID3
* xyz 0 1
C 0.850 -0.855 -0.232
O -0.777 -0.290 1.022
Cl 0.894 -2.474 -0.037
I 2.616 0.317 0.130
H 0.205 -0.266 -0.873
H -1.290 -1.088 1.202
*
```

Lowest unoccupied orbital energy (alpha / beta), eV: -0.96 / -0.96

Energy ordering: *P* at the bottom, the next structure 266.7 kJ/mol above.

*P*
ORCA calculation (ωB97M-V/def2-TZVPD) on a single C8H14N2O2 molecule.

ORCA input file:
```
! RIJCOSX wB97M-V def2-TZVPD def2/J DEFGRID3
* xyz 0 1
C -0.597 0.192 1.157
C -1.057 -0.386 2.665
C -0.364 -0.132 -1.195
C 1.017 0.290 -0.593
C -0.294 -1.508 -1.814
C 1.562 1.503 -1.312
C -2.559 -0.206 -0.184
C 1.810 0.343 1.851
N -1.184 -0.040 -0.006
N 0.797 0.630 0.764
O -1.845 0.311 3.234
O -0.394 -1.401 2.783
H -0.706 0.587 -1.947
H 1.840 -0.552 -0.712
H -0.211 -2.174 -0.884
H 0.590 -1.483 -2.349
H -1.123 -1.693 -2.463
H 2.206 1.259 -2.114
H 2.326 1.996 -0.759
H 0.739 2.292 -1.486
H -2.784 -1.282 -0.505
H -3.045 0.111 0.817
H -2.845 0.439 -1.110
H 1.398 -0.469 2.499
H 1.972 1.329 2.287
H 2.752 0.044 1.375
*
```

Lowest unoccupied orbital energy, eV: 0.59

*Q*
ORCA calculation (ωB97M-V/def2-TZVPD) on a 2-piece molecular cluster, C8H14N2O2 overall.

ORCA input file:
```
! RIJCOSX wB97M-V def2-TZVPD def2/J DEFGRID3
* xyz 0 1
C -2.142 0.064 0.516
C -0.707 -0.315 0.853
C -0.396 -0.886 2.240
C -0.438 -1.788 1.053
C 0.833 -2.492 0.640
C 1.438 1.731 -1.629
C 0.247 1.834 -2.250
C 0.241 3.009 -0.440
H -2.355 1.126 0.657
H -2.847 -0.462 1.157
H -2.362 -0.204 -0.518
H 0.068 0.294 0.368
H -1.209 -0.927 2.963
H 0.572 -0.632 2.663
H 0.742 -2.829 -0.396
H 1.712 -1.868 0.754
H 0.941 -3.388 1.252
H -1.746 -2.595 -0.124
H 2.559 0.236 -2.427
H 3.263 1.131 -1.269
H -0.190 1.481 -3.161
H -0.145 3.733 0.256
N 2.652 1.184 -2.065
N 1.415 2.471 -0.463
O -1.601 -2.570 0.820
O -0.544 2.663 -1.451
*
```

SMILES: C[C@H]1C[C@@]1(C)O.Nc1cocn1
Lowest unoccupied orbital energy, eV: 0.72

Energy ordering: *Q* at the bottom, the next structure 56.9 kJ/mol above.